A.
Density functional theory data (ωB97M-V/def2-TZVPD) for an isolated ion of composition C4H6N3 and charge +1.

Geometry as XYZ:
```
13
Properties=species:S:1:pos:R:3
C 0.858 0.315 -2.089
N -0.419 -0.277 1.339
C 0.394 -0.110 0.497
H -2.158 0.612 2.109
N -0.323 0.553 -1.756
N 1.611 -0.122 0.131
H -1.577 -0.802 2.922
H 1.072 0.299 -3.207
C 2.051 0.025 -1.071
C -1.635 -0.417 1.879
H -0.444 0.521 -0.722
H -2.456 -0.766 1.196
H 3.026 0.170 -1.228
```

Values from the calculation:
SMILES = [H]/N=C\C=N/C#[N+]C
LUMO level = -6.534 eV
Orbital gap = 8.70 eV
Net charge = +1

Here are the Mulliken charges for atoms 1 to 8, given in e: -0.03, 0.09, 0.45, 0.32, -0.49, -0.32, 0.34, 0.37

=====

B.
Density functional theory data (ωB97M-V/def2-TZVPD) for an isolated ion of composition C4H6N3 and charge +1.

Geometry as XYZ:
```
13
Properties=species:S:1:pos:R:3
C 0.020 -0.813 -0.018
N -1.258 -0.524 -0.160
H 0.216 -1.857 0.139
C 2.218 0.235 0.016
H 4.275 -0.203 -0.092
C 3.481 0.608 -0.062
C -3.094 0.680 0.050
N -1.834 0.630 0.066
N 1.072 -0.114 0.213
H -1.671 -1.485 -0.082
H -3.706 1.497 0.178
H -3.617 -0.277 -0.154
H 3.897 1.624 -0.095
```

Values from the calculation:
SMILES = C=C=[N+]=CNN=C
LUMO level = -4.890 eV
Orbital gap = 8.87 eV
Net charge = +1

Here are the Mulliken charges for atoms 1 to 8, given in e: 0.03, 0.17, 0.29, 0.76, 0.23, -0.86, -0.19, -0.49

=====

C.
Density functional theory data (ωB97M-V/def2-TZVPD) for a 2-piece molecular cluster, C4H6N3 overall.

Geometry as XYZ:
```
13
Properties=species:S:1:pos:R:3
H -1.628 -0.434 -1.692
C 3.009 -0.066 -0.787
H -1.450 2.011 -0.753
N -0.991 -0.933 0.139
C -0.458 -0.185 1.221
H 0.764 -0.174 1.312
N -1.077 1.197 -0.361
C -1.336 -0.041 -0.772
N 2.242 -0.386 -0.002
H 3.550 0.179 -1.586
H -0.930 -0.500 2.223
H -1.119 -1.891 0.209
C -0.576 1.222 0.850
```

Values from the calculation:
LUMO level = -5.034 eV
Orbital gap = 8.64 eV
Net charge = +1

Here are the Mulliken charges for atoms 1 to 8, given in e: 0.43, -0.07, 0.23, 0.03, -0.12, 0.40, 0.07, -0.13

=====

Q: Which of them is the most stable? A: C.

=====

A.
Density functional theory data (ωB97M-V/def2-TZVPD) for a single C5H5NO molecule.

Geometry as XYZ:
```
12
Properties=species:S:1:pos:R:3
C 0.914 -0.628 -0.482
H 0.937 2.801 0.182
O 2.095 -0.876 -0.605
N -2.373 -0.458 0.324
C 1.039 1.734 0.353
H 1.895 1.437 0.953
C 0.324 0.830 -0.345
C -0.132 -1.500 -0.010
C -1.211 -0.756 0.268
H -0.462 1.203 -0.994
H -3.026 -1.231 0.172
H 0.000 -2.555 0.183
```

Values from the calculation:
SMILES = C=CC(=O)C=C=N
LUMO level (spin up / spin down) = -0.803 / -0.804 eV
Orbital gap (spin up / spin down) = 8.12 / 8.11 eV

Here are the Mulliken charges for atoms 1 to 8, given in e: 0.60, 0.27, -0.56, -0.53, -0.59, 0.26, -0.42, -0.68

=====

B.
Density functional theory data (ωB97M-V/def2-TZVPD) for a single C5H5NO molecule.

Geometry as XYZ:
```
12
Properties=species:S:1:pos:R:3
C 1.791 -0.191 0.176
H -1.846 0.867 1.082
H 3.841 -0.749 -0.594
O 0.314 0.246 1.916
H -1.917 -0.663 -1.426
C -0.476 0.556 -0.322
C 2.882 -0.482 -0.234
C -1.568 -0.443 -0.425
C 0.524 0.230 0.715
N -1.818 0.906 0.063
H -1.603 -1.250 0.305
H -0.124 0.974 -1.255
```

Values from the calculation:
SMILES = C#CC(=O)[C@H]1CN1
LUMO level = 0.068 eV
Orbital gap = 10.19 eV

Here are the Mulliken charges for atoms 1 to 8, given in e: -0.45, 0.33, 0.42, -0.54, 0.26, -0.07, 0.33, -0.47

=====

C.
Density functional theory data (ωB97M-V/def2-TZVPD) for a single C5H5NO molecule.

Geometry as XYZ:
```
12
Properties=species:S:1:pos:R:3
H -1.505 -1.660 -0.220
H -0.949 -0.965 1.314
N 2.258 -1.652 0.953
H -1.620 1.076 0.398
C 0.640 0.950 -0.405
H 0.339 -0.854 -1.429
C 0.327 -0.486 -0.396
O -1.978 0.273 -0.006
C -1.076 -0.766 0.241
C 0.930 2.116 -0.395
H 1.232 3.140 -0.399
C 1.402 -1.171 0.344
```

Values from the calculation:
SMILES = C#C[C@@H](C#N)CO
LUMO level = 0.715 eV
Orbital gap = 11.49 eV

Here are the Mulliken charges for atoms 1 to 8, given in e: 0.32, 0.33, -0.40, 0.32, -1.19, 0.22, 0.73, -0.50

=====

D.
Density functional theory data (ωB97M-V/def2-TZVPD) for a single C5H5NO molecule.

Geometry as XYZ:
```
12
Properties=species:S:1:pos:R:3
H -0.310 1.386 -1.311
C 0.146 0.572 -0.765
H -0.996 1.215 0.989
O -2.281 -0.940 0.664
C 1.060 0.748 0.422
H 1.348 1.763 0.686
H 1.855 0.014 0.521
C -1.081 -0.920 0.803
H -0.501 -1.853 0.924
N 0.701 -1.564 -2.151
C 0.417 -0.616 -1.550
C -0.375 0.391 0.651
```

Values from the calculation:
SMILES = N#C[C@@H]1C[C@@H]1C=O
LUMO level = 0.671 eV
Orbital gap = 11.00 eV

Here are the Mulliken charges for atoms 1 to 8, given in e: 0.38, 0.04, 0.31, -0.46, -0.70, 0.26, 0.28, -0.22

=====

Q: Which of them is the most stable? A: D.

=====

A.
Density functional theory data (ωB97M-V/def2-TZVPD) for a single C5H5NO molecule.

Geometry as XYZ:
```
12
Properties=species:S:1:pos:R:3
C 0.500 1.647 0.146
C 0.902 -0.765 0.634
H 1.133 2.077 1.021
N 0.375 -1.848 0.726
H -0.739 2.072 -1.485
C -0.099 2.458 -0.734
O -0.883 -1.655 -0.255
H -1.718 0.156 -0.744
C 0.182 0.215 0.044
H 0.179 3.572 -0.723
H 1.910 -0.656 1.041
C -0.873 -0.395 -0.447
```

Values from the calculation:
SMILES = C=Cc1cnoc1
LUMO level = 0.815 eV
Orbital gap = 9.68 eV

Here are the Mulliken charges for atoms 1 to 8, given in e: -0.21, -0.32, 0.23, -0.35, 0.25, -0.77, -0.31, 0.40

=====

B.
Density functional theory data (ωB97M-V/def2-TZVPD) for a 2-piece molecular cluster, C5H5NO overall.

Geometry as XYZ:
```
12
Properties=species:S:1:pos:R:3
N 2.588 0.652 -0.529
C -1.055 -0.280 0.691
H 0.997 -1.739 0.681
H -2.138 0.772 -0.784
C -0.203 -0.282 -0.854
H -0.805 1.767 -0.013
C -1.141 0.775 -0.324
H 1.152 -0.077 -2.003
O 0.002 -0.117 1.584
H -1.791 -0.960 1.070
C 1.660 0.173 -0.026
C 0.733 -0.684 0.508
```

Values from the calculation:
LUMO level (spin up / spin down) = -1.314 / -1.252 eV
Orbital gap (spin up / spin down) = 6.67 / 6.99 eV

Here are the Mulliken charges for atoms 1 to 8, given in e: -0.53, -0.06, 0.39, 0.29, -0.60, 0.23, -0.51, 0.38

=====

Q: Which of them is the most stable? A: A.

=====

A.
Density functional theory data (ωB97M-V/def2-TZVPD) for a single C4H4O2 molecule.

Geometry as XYZ:
```
10
Properties=species:S:1:pos:R:3
C 0.397 -0.938 -0.167
O -1.611 1.115 -0.229
O -0.926 -0.993 0.209
C 1.449 1.357 0.298
H -2.801 -0.423 0.402
C 1.347 0.064 -0.087
H 0.744 -1.960 -0.255
C -1.822 -0.011 0.110
H 0.881 2.172 -0.131
H 2.341 -0.383 -0.151
```

Values from the calculation:
LUMO level (spin up / spin down) = -0.305 / -0.911 eV
Orbital gap (spin up / spin down) = 7.80 / 7.85 eV

Here are the Mulliken charges for atoms 1 to 8, given in e: -0.24, -0.45, -0.29, -0.47, 0.34, 0.01, 0.35, 0.19

=====

B.
Density functional theory data (ωB97M-V/def2-TZVPD) for a single C4H4O2 molecule.

Geometry as XYZ:
```
10
Properties=species:S:1:pos:R:3
O -2.472 -0.453 1.517
H 2.500 -1.836 -0.022
H -0.483 -0.811 1.252
H -0.140 1.143 -1.622
C 1.022 -0.152 -0.407
C 0.010 0.902 -0.564
C 1.812 -1.037 -0.204
C -1.415 -0.292 0.979
H 0.347 1.822 -0.076
O -1.283 0.573 -0.049
```

Values from the calculation:
SMILES = C#CCOC=O
LUMO level = 0.787 eV
Orbital gap = 11.18 eV

Here are the Mulliken charges for atoms 1 to 8, given in e: -0.46, 0.38, 0.23, 0.25, -0.44, -0.36, 0.15, 0.26

=====

C.
Density functional theory data (ωB97M-V/def2-TZVPD) for a single C4H4O2 molecule.

Geometry as XYZ:
```
10
Properties=species:S:1:pos:R:3
O -0.161 1.823 1.584
H 1.456 0.002 -0.275
C 0.482 0.494 -0.429
O -0.061 -0.483 1.533
H -0.306 -1.224 -1.616
C 0.042 0.833 0.963
H -1.523 -0.470 -0.549
H 0.588 1.285 -1.162
C -0.059 -1.439 0.599
C -0.451 -0.700 -0.670
```

Values from the calculation:
LUMO level = -0.119 eV
Orbital gap = 8.98 eV

Here are the Mulliken charges for atoms 1 to 8, given in e: -0.46, 0.29, -0.49, -0.16, 0.29, 0.48, 0.25, 0.34

=====

D.
Density functional theory data (ωB97M-V/def2-TZVPD) for a single C4H4O2 molecule.

Geometry as XYZ:
```
10
Properties=species:S:1:pos:R:3
H 3.260 0.651 1.471
C 0.204 -0.358 -0.399
H -1.083 1.026 0.700
C 2.392 0.395 0.901
O -2.136 -0.561 -0.039
O 0.201 -1.370 -1.071
C -1.114 0.386 -0.187
H -1.854 -1.321 -0.568
C 1.412 0.116 0.258
H -1.283 1.035 -1.066
```

Values from the calculation:
SMILES = C#CC(=O)CO
LUMO level = -0.182 eV
Orbital gap = 10.33 eV

Here are the Mulliken charges for atoms 1 to 8, given in e: 0.40, 0.33, 0.30, 0.17, -0.50, -0.53, -0.39, 0.34

=====

Q: Which of them is the most stable? A: B.